1.
Computed, not measured: a cluster of 2 separate species, C25H45F7N6O6S in total, with ωB97M-V/def2-TZVPD.

XYZ file:
```
90
Properties=species:S:1:pos:R:3:mulliken_charge:R:1
C 0.96 -0.11 3.75 -2.190
C 0.73 -0.27 2.24 -0.608
N 1.03 0.98 1.48 1.530
C 0.18 1.21 0.44 -1.420
N -1.05 1.52 0.73 1.078
C -2.13 1.64 -0.27 -2.052
C -2.72 3.03 -0.37 0.046
C -3.60 3.16 -1.62 -0.708
C -4.87 3.88 -1.27 -1.018
O -4.53 5.20 -0.82 -0.229
C -5.64 5.89 -0.46 0.087
O -6.16 6.74 -1.17 -0.483
C -1.47 1.75 2.09 -1.322
O -0.64 2.74 2.71 -0.361
C -1.32 3.77 3.26 1.092
F -2.17 3.36 4.21 -0.290
F -2.01 4.47 2.36 -0.257
F -0.43 4.59 3.82 -0.244
N 0.76 1.04 -0.80 1.189
S 0.54 2.13 -2.05 1.055
O -0.25 3.27 -1.69 -0.541
O 1.73 2.46 -2.74 -0.629
C -0.47 1.08 -3.29 0.526
F 0.21 0.89 -4.40 -0.273
F -1.63 1.66 -3.55 -0.218
F -0.64 -0.09 -2.66 -0.060
C 2.13 0.49 -0.44 -0.189
N 3.11 0.33 -1.44 -0.204
C 2.40 1.11 0.93 1.167
C 3.50 0.18 1.52 -1.188
N 3.87 0.46 2.90 -0.572
C 2.99 2.53 1.05 -0.253
C 2.77 3.49 -0.08 -1.525
F 2.42 3.10 2.18 -0.368
H 1.22 0.91 4.01 0.314
H 0.07 -0.43 4.28 0.421
H 1.76 -0.76 4.07 0.518
H -0.31 -0.49 2.09 0.878
H 1.22 -1.13 1.81 0.382
H -1.86 1.20 -1.20 0.104
H -2.92 1.00 0.12 0.760
H -3.36 3.22 0.48 0.776
H -1.96 3.79 -0.35 0.419
H -3.88 2.19 -2.00 0.447
H -3.11 3.76 -2.37 0.308
H -5.39 3.38 -0.45 0.443
H -5.53 3.97 -2.13 0.500
H -6.06 5.69 0.53 0.399
H -1.42 0.87 2.71 0.317
H -2.48 2.10 2.11 0.716
H 1.86 -0.55 -0.19 -1.135
H 3.37 -0.63 -1.54 0.398
H 3.93 0.88 -1.30 0.307
H 3.26 -0.86 1.36 0.326
H 4.37 0.39 0.90 0.767
H 4.74 0.96 2.92 0.367
H 3.22 1.06 3.37 0.239
H 4.05 2.49 1.27 0.498
H 3.34 3.25 -0.96 0.324
H 3.13 4.46 0.26 0.542
H 1.71 3.63 -0.26 0.255
C -1.92 -3.69 -0.35 -1.519
C -0.49 -4.04 0.09 1.597
C -0.25 -5.54 -0.11 -1.514
C -0.13 -5.99 -1.57 -0.603
C 0.43 -4.89 -2.48 -1.525
C 1.24 -3.82 -1.75 1.754
N 0.41 -3.21 -0.73 0.331
O 1.08 -2.18 -0.04 -0.638
C 1.56 -2.71 -2.71 -1.105
C 2.56 -4.43 -1.25 -1.749
C -0.38 -3.78 1.59 -1.573
H -2.12 -2.63 -0.18 0.071
H -2.67 -4.26 0.22 0.403
H -2.08 -3.89 -1.41 0.352
H 0.65 -5.83 0.42 0.309
H -1.06 -6.10 0.37 0.563
H 0.52 -6.87 -1.62 0.346
H -1.10 -6.32 -1.95 0.386
H 1.04 -5.34 -3.28 0.554
H -0.40 -4.40 -3.00 0.270
H 0.64 -2.21 -3.02 0.113
H 2.08 -3.03 -3.61 0.529
H 2.19 -1.98 -2.21 -0.334
H 3.14 -4.82 -2.09 0.430
H 2.41 -5.25 -0.55 0.363
H 3.18 -3.67 -0.76 0.204
H -1.11 -4.40 2.12 0.483
H -0.59 -2.74 1.83 -0.053
H 0.61 -4.02 1.97 0.397
```

Calculated values
Net charge: 0
LUMO, eV: -0.33
Kohn-Sham gap, eV: 4.83
HOMO, eV: -5.16

=====

2.
Computed, not measured: the molecule C5H9O5P, with ωB97M-V/def2-TZVPD.

XYZ file:
```
20
Properties=species:S:1:pos:R:3:nbo_charge:R:1
O 0.75 2.25 -0.11 -0.579
C 0.75 1.14 -0.64 0.257
C -0.54 0.45 -1.13 -0.058
C -1.67 0.50 -0.03 -0.058
O -1.67 1.66 0.77 -0.742
O -0.17 -0.80 -1.68 -0.504
C 0.34 -1.67 -0.70 -0.111
C 1.42 -1.03 0.15 -0.226
O 1.07 -0.36 1.32 -0.732
P 2.30 0.29 -0.87 1.056
O 3.12 0.91 0.34 -0.961
H -0.87 1.08 -1.97 0.235
H -1.57 -0.49 0.66 0.124
H -2.76 0.46 -0.49 0.198
H -0.91 2.25 0.62 0.507
H 0.77 -2.53 -1.15 0.223
H -0.47 -1.97 0.01 0.166
H 2.34 -1.71 0.33 0.208
H 0.14 -0.69 1.44 0.491
H 2.56 0.90 1.14 0.508
```

Calculated values
Structure (SMILES): O=C1[C@H](CO)OC[C@H](O)P1O
Net charge: 0
Energy relative to the best compared isomer or geometry (same formula, charge and spin), kcal per mole: 63.8
LUMO, eV: 0.31
Kohn-Sham gap, eV: 9.56
HOMO, eV: -9.26

=====

3.
Computed, not measured: a cluster of 2 separate species, C6H17NO in total, with ωB97M-V/def2-TZVPD.

XYZ file:
```
25
Properties=species:S:1:pos:R:3:nbo_charge:R:1
C 0.48 -2.31 -0.92 -0.396
N 1.01 -1.21 -0.15 -0.667
C 0.89 0.20 -0.49 -0.227
C 0.14 1.08 0.47 -0.415
C -1.39 1.01 0.61 -0.224
C -1.77 1.32 2.09 -0.605
C -2.04 -0.26 0.10 -0.601
H 0.61 -3.21 -0.33 0.204
H 0.97 -2.35 -1.89 0.174
H -0.58 -2.21 -1.18 0.165
H 1.13 -1.41 0.83 0.367
H 0.59 0.32 -1.54 0.189
H 1.90 0.58 -0.46 0.192
H 0.65 1.19 1.43 0.203
H 0.32 2.11 0.12 0.213
H -1.82 1.85 0.07 0.193
H -2.69 0.79 2.39 0.206
H -2.07 2.36 2.23 0.209
H -0.97 1.06 2.77 0.202
H -1.71 -0.45 -0.92 0.202
H -3.12 -0.13 0.06 0.208
H -1.82 -1.12 0.75 0.204
O 3.93 0.61 -2.09 -0.938
H 4.37 -0.21 -1.83 0.470
H 3.00 0.38 -2.14 0.469
```

Calculated values
Structure (SMILES): CNCCC(C)C.O
Net charge: 0
Energy relative to the best compared isomer or geometry (same formula, charge and spin), kcal per mole: 27.6
LUMO, eV: 0.91
Kohn-Sham gap, eV: 9.13
HOMO, eV: -8.22

=====

4.
Computed, not measured: a structure of composition C23H21AuBrClNP, with ωB97M-V/def2-TZVPD.

XYZ file:
```
49
Properties=species:S:1:pos:R:3:mulliken_spin:R:1
Au -2.27 0.17 0.47 0.357
Cl -4.43 0.89 0.09 0.340
P -0.33 -0.92 0.57 0.015
C 0.99 0.31 0.41 0.006
C 1.76 0.39 -0.75 0.004
C 2.68 1.44 -0.91 -0.002
C 2.89 2.35 0.13 0.003
C 2.16 2.23 1.32 -0.001
C 1.19 1.24 1.44 -0.002
C 0.15 -1.94 1.98 0.080
C -0.78 -2.87 2.48 0.219
C -0.45 -3.68 3.56 0.130
C 0.82 -3.60 4.14 0.070
C 1.77 -2.72 3.62 0.245
C 1.45 -1.89 2.54 0.129
C -0.31 -2.00 -0.89 0.013
C -1.38 -1.98 -1.80 -0.010
C -1.32 -2.72 -2.98 0.008
C -0.22 -3.56 -3.23 0.012
C 0.80 -3.66 -2.27 -0.005
C 0.76 -2.89 -1.11 0.005
H -1.76 -2.94 2.00 0.003
H -1.18 -4.40 3.94 0.003
H 1.06 -4.21 5.02 0.005
H 2.77 -2.68 4.05 -0.003
H 2.20 -1.22 2.13 0.021
H 1.62 -0.35 -1.55 0.003
H 3.21 1.54 -1.86 0.000
H 3.63 3.15 0.02 0.000
H 2.35 2.91 2.15 0.000
H 0.56 1.20 2.33 -0.003
H -2.26 -1.38 -1.53 0.018
H -2.14 -2.67 -3.71 0.001
H -0.17 -4.13 -4.15 0.000
H 1.65 -4.33 -2.43 0.000
H 1.54 -2.98 -0.35 0.000
H 1.18 1.43 -3.16 0.000
H 0.77 0.87 -3.44 0.000
Br -2.10 4.67 -3.81 0.008
C -2.01 4.23 -1.96 0.030
C -1.81 5.26 -1.03 -0.012
C -1.74 4.94 0.32 0.036
C -1.79 3.59 0.68 -0.018
N -1.94 2.61 -0.21 0.288
C -2.12 2.90 -1.50 -0.020
H -1.73 6.28 -1.39 0.001
H -1.65 5.69 1.10 0.003
H -1.69 3.32 1.73 0.011
H -2.34 2.10 -2.20 0.008
```

Calculated values
Net charge: +2
Energy relative to the best compared isomer or geometry (same formula, charge and spin), kcal per mole: 0.0
LUMO (spin up / spin down), eV: -6.89 / -11.27
Kohn-Sham gap (spin up / spin down), eV: 7.69 / 3.30
HOMO (spin up / spin down), eV: -14.57 / -14.57
Spin multiplicity: 3

=====

5.
Computed, not measured: the ion C8H12N4 with charge +2, with ωB97M-V/def2-TZVPD.

XYZ file:
```
24
Properties=species:S:1:pos:R:3:nbo_charge:R:1
C 0.36 -1.36 -3.08 -0.510
N -0.17 -0.92 -1.86 -0.207
C -1.42 -0.95 -1.58 -0.067
C -2.09 -0.59 -0.40 0.285
N -1.38 -0.37 0.74 -0.491
C -0.03 -0.68 0.86 0.191
C 0.87 0.13 1.39 -0.185
C 2.19 -0.35 1.79 0.167
N 2.69 0.66 2.50 -0.252
N 1.94 1.78 2.51 -0.191
C 0.84 1.58 1.83 0.284
C -0.14 2.66 1.60 -0.669
H 0.33 -0.66 -3.93 0.307
H 1.50 -1.40 -2.96 0.261
H -0.16 -2.26 -3.48 0.249
H -2.04 -1.41 -2.30 0.222
H -3.19 -0.40 -0.20 0.294
H -1.91 -0.17 1.65 0.483
H 0.29 -1.55 0.33 0.263
H 2.61 -1.31 1.65 0.269
H 3.63 0.58 3.10 0.497
H -1.13 2.23 1.16 0.217
H -0.27 3.21 2.55 0.295
H 0.28 3.33 0.84 0.288
```

Calculated values
Structure (SMILES): C/N=C/C=[NH+]\C=C1\C=[NH+]N=C1C
Net charge: +2
Energy relative to the best compared isomer or geometry (same formula, charge and spin), kcal per mole: 97.9
LUMO, eV: -10.34
Kohn-Sham gap, eV: 7.71
HOMO, eV: -18.05

=====

6.
Computed, not measured: a cluster of 2 separate species, C4H14N3 in total, with ωB97M-V/def2-TZVPD.

XYZ file:
```
21
Properties=species:S:1:pos:R:3:nbo_charge:R:1
C -0.93 -1.68 -0.27 -0.732
C -1.54 1.98 -0.07 -0.420
C 2.83 -0.86 0.16 -0.408
C -0.73 -0.26 -0.10 0.135
N -2.88 0.20 0.48 -0.610
N -1.67 0.56 0.12 -0.058
N 2.23 0.40 -0.28 -0.860
H -1.00 -2.22 0.75 0.273
H 0.02 -2.17 -0.63 0.279
H -1.94 -1.92 -0.73 0.257
H -2.09 2.42 0.73 0.236
H -0.51 2.30 -0.40 0.269
H -2.20 2.00 -0.98 0.227
H 2.37 -1.68 -0.17 0.185
H 4.02 -0.80 -0.09 0.187
H 2.89 -0.90 1.24 0.206
H 0.23 0.28 -0.50 0.282
H -3.18 -0.69 0.58 0.409
H -3.56 0.94 0.44 0.402
H 2.38 0.42 -1.26 0.363
H 2.56 1.24 0.12 0.380
```

Calculated values
Net charge: +1
Energy relative to the best compared isomer or geometry (same formula, charge and spin), kcal per mole: 90.5
LUMO, eV: -3.31
Kohn-Sham gap, eV: 9.46
HOMO, eV: -12.77

=====

Number 1: maximum force 0.048 hartree/bohr. Number 2: maximum force 0.080 hartree/bohr. Number 3: maximum force 0.037 hartree/bohr. Number 4: maximum force 0.045 hartree/bohr. Number 5: maximum force 0.094 hartree/bohr. Number 6: maximum force 0.137 hartree/bohr.